# 1
{
  "formula": "C17H41B3N5O11P",
  "method": "ωB97M-V/def2-TZVPD",
  "symbols": ["N", "C", "C", "B", "O", "B", "C", "C", "C", "O", "O", "B", "P", "O", "O", "O", "O", "H", "H", "H", "H", "H", "H", "H", "H", "H", "H", "H", "H", "H", "C", "O", "N", "C", "C", "H", "H", "H", "H", "H", "H", "H", "C", "O", "N", "C", "C", "H", "H", "H", "H", "H", "H", "H", "C", "O", "N", "C", "C", "H", "H", "H", "H", "H", "H", "H", "C", "O", "N", "C", "C", "H", "H", "H", "H", "H", "H", "H"],
  "xyz": [[4.305, -0.623, 0.846], [4.393, 0.408, -0.197], [3.234, 0.227, -1.244], [1.908, 1.007, -0.856], [0.771, 1.089, -1.687], [-0.319, 1.580, -0.901], [-1.542, 0.600, -0.691], [-2.830, 1.453, -0.244], [-3.460, 1.058, 1.218], [-2.601, 2.346, 0.848], [-0.139, 2.876, -0.365], [1.118, 2.869, 0.234], [1.950, 4.530, 0.783], [1.252, 5.060, 1.995], [1.946, 5.672, -0.422], [3.508, 4.144, 1.242], [1.801, 1.658, 0.412], [5.184, -0.649, 1.352], [4.172, -1.539, 0.429], [4.302, 1.386, 0.310], [5.342, 0.346, -0.769], [3.007, -0.862, -1.287], [3.603, 0.545, -2.235], [-1.888, 0.265, -1.686], [-1.402, -0.219, 0.027], [-3.555, 1.738, -1.038], [-2.951, 0.052, 1.123], [-3.039, 1.241, 2.228], [2.092, 5.248, -1.280], [3.981, 4.980, 1.364], [6.966, -3.268, 1.123], [6.898, -2.083, 0.865], [7.104, -3.783, 2.364], [7.179, -5.210, 2.602], [7.180, -2.872, 3.494], [6.918, -4.040, 0.337], [6.358, -5.514, 3.255], [8.130, -5.449, 3.084], [7.109, -5.760, 1.665], [6.272, -2.269, 3.537], [8.033, -2.204, 3.367], [7.290, -3.432, 4.420], [-2.564, 3.729, -4.996], [-2.426, 2.529, -4.875], [-1.972, 4.660, -4.214], [-2.181, 6.080, -4.413], [-1.100, 4.217, -3.141], [-3.204, 4.167, -5.780], [-1.223, 6.563, -4.621], [-2.614, 6.514, -3.510], [-2.855, 6.255, -5.250], [-0.280, 3.630, -3.561], [-1.665, 3.583, -2.457], [-0.700, 5.072, -2.600], [-3.603, -2.309, 2.697], [-2.740, -2.257, 1.839], [-3.375, -2.381, 4.025], [-4.455, -2.440, 4.989], [-2.002, -2.401, 4.498], [-4.675, -2.299, 2.442], [-4.386, -1.585, 5.665], [-4.377, -3.364, 5.567], [-5.420, -2.417, 4.486], [-1.491, -1.493, 4.172], [-1.482, -3.261, 4.073], [-1.980, -2.460, 5.584], [-4.578, -1.087, -2.586], [-3.888, -0.446, -1.817], [-4.734, -2.426, -2.541], [-5.571, -3.136, -3.486], [-4.036, -3.174, -1.507], [-5.145, -0.609, -3.402], [-6.363, -3.662, -2.946], [-4.966, -3.861, -4.034], [-6.024, -2.444, -4.194], [-4.347, -2.817, -0.524], [-2.961, -3.015, -1.605], [-4.258, -4.235, -1.598]],
  "atomic_forces_ev_per_a": [[-0.240, 0.343, -0.081], [-0.410, -0.266, -0.507], [0.209, 0.213, 0.838], [-0.363, -0.529, -0.109], [0.367, 0.281, 1.725], [0.201, -0.627, -0.627], [-2.429, 2.541, -0.480], [0.321, 1.605, 2.040], [0.673, -0.867, -0.412], [1.231, -2.471, -2.908], [1.458, -0.901, 0.270], [-0.454, -0.673, -0.251], [-0.074, 1.236, 2.715], [0.414, -0.301, -1.558], [0.395, -1.522, 0.784], [-1.336, 0.540, -1.683], [-0.162, 1.120, -1.362], [-0.134, -0.171, -0.087], [0.246, 0.140, 0.004], [0.231, -0.338, -0.401], [-0.242, 0.187, 0.390], [0.049, 0.570, -0.287], [-0.358, -0.229, 0.262], [0.723, -0.515, 0.519], [0.241, 0.142, -0.406], [0.572, -0.122, 0.886], [1.013, 0.800, 0.382], [-2.080, 0.050, 0.430], [0.078, 0.189, -0.037], [0.114, -0.106, 0.174], [0.048, -0.156, 0.114], [0.098, 0.037, 0.094], [-0.027, -0.113, -0.270], [0.005, 0.250, 0.185], [-0.032, 0.168, -0.230], [0.010, -0.053, 0.018], [0.059, -0.146, -0.015], [-0.049, -0.151, -0.005], [-0.003, 0.074, -0.009], [0.064, 0.042, 0.102], [-0.052, 0.042, 0.102], [-0.009, -0.058, -0.071], [0.012, 0.111, 0.040], [0.075, -0.041, 0.106], [-0.156, 0.045, -0.260], [0.156, -0.172, 0.218], [-0.086, -0.250, -0.188], [-0.003, 0.072, 0.002], [-0.084, 0.139, -0.013], [0.007, 0.138, -0.078], [0.014, -0.075, 0.011], [0.020, -0.039, 0.131], [0.106, 0.050, 0.081], [-0.104, 0.018, -0.009], [-0.047, 0.004, 0.013], [0.063, -0.074, 0.140], [-0.192, -0.005, -0.195], [0.299, 0.009, 0.027], [0.019, 0.034, -0.272], [-0.038, 0.016, 0.055], [-0.132, -0.056, 0.062], [-0.126, 0.049, 0.074], [0.060, 0.013, -0.048], [0.095, -0.066, 0.056], [0.091, 0.060, 0.057], [-0.090, 0.006, -0.029], [-0.127, -0.172, -0.105], [-0.259, -0.284, -0.140], [-0.098, 0.178, -0.150], [0.180, -0.071, 0.241], [0.028, 0.257, 0.048], [-0.008, -0.025, -0.029], [-0.049, -0.052, -0.141], [-0.134, -0.038, -0.077], [0.046, 0.034, 0.048], [0.154, -0.059, 0.035], [-0.010, -0.056, 0.134], [-0.047, 0.045, -0.084]],
  "lowdin_charge": [-0.01, -0.28, -0.04, -0.47, 0.26, -0.47, 0.03, -0.24, -0.05, -0.12, 0.26, -0.47, 0.61, -0.29, -0.15, -0.16, 0.24, 0.04, 0.05, 0.10, 0.11, 0.11, 0.11, 0.10, 0.13, 0.13, 0.03, 0.12, 0.07, 0.07, -0.34, 0.00, -0.20, -0.06, -0.04, 0.13, 0.09, 0.09, 0.08, 0.09, 0.09, 0.09, -0.36, 0.02, -0.20, -0.06, -0.03, 0.13, 0.09, 0.09, 0.08, 0.10, 0.09, 0.09, -0.35, 0.00, -0.20, -0.06, -0.04, 0.14, 0.09, 0.09, 0.08, 0.09, 0.09, 0.09, -0.30, 0.01, -0.19, -0.06, -0.03, 0.14, 0.09, 0.09, 0.08, 0.08, 0.10, 0.09],
  "total_charge": 0,
  "orbital_gap_ev": 7.63,
  "lumo_ha": 0.0100,
  "homo_energy_ev": -7.354,
  "multiplicity": 1
}


# 2
{
  "formula": "C17H41N4O3",
  "method": "ωB97M-V/def2-TZVPD",
  "symbols": ["C", "C", "C", "C", "C", "C", "C", "N", "N", "N", "C", "C", "C", "C", "N", "O", "H", "H", "H", "H", "H", "H", "H", "H", "H", "H", "H", "H", "H", "H", "H", "H", "H", "H", "H", "H", "H", "H", "H", "H", "H", "C", "C", "C", "O", "H", "H", "H", "H", "H", "H", "H", "H", "C", "C", "C", "O", "H", "H", "H", "H", "H", "H", "H", "H"],
  "xyz": [[-2.991, -1.673, 1.225], [-1.609, -0.916, 1.049], [-1.820, 0.444, 1.818], [-1.449, -0.542, -0.461], [-0.001, -0.751, -1.051], [1.038, 0.273, -0.514], [1.009, 1.676, -1.255], [0.960, 2.705, -0.179], [-0.194, 1.835, -2.070], [2.253, 1.769, -2.038], [0.397, -2.218, -0.664], [0.246, -2.577, 0.848], [1.712, -2.656, 1.424], [-0.290, -4.051, 0.968], [-0.491, -1.621, 1.676], [0.220, -0.936, 2.491], [-2.875, -2.766, 1.251], [-3.432, -1.291, 2.165], [-3.645, -1.341, 0.399], [-2.680, 0.934, 1.316], [-2.019, 0.280, 2.886], [-0.970, 1.134, 1.657], [-1.839, 0.461, -0.702], [-2.081, -1.243, -1.050], [-0.072, -0.737, -2.153], [2.032, -0.200, -0.598], [0.858, 0.483, 0.557], [1.336, 3.576, -0.552], [1.643, 2.422, 0.524], [-0.882, 2.288, -1.480], [-0.005, 2.427, -2.871], [2.815, 2.536, -1.699], [2.061, 1.859, -3.030], [1.412, -2.423, -1.056], [-0.275, -2.899, -1.232], [1.731, -2.963, 2.480], [2.266, -1.720, 1.245], [2.216, -3.458, 0.845], [-1.346, -4.145, 0.669], [0.323, -4.712, 0.333], [-0.123, -4.349, 2.019], [-0.432, -0.061, 5.540], [-1.753, 0.182, 6.252], [-1.621, -0.017, 7.754], [-2.746, -0.705, 5.736], [-0.091, -1.089, 5.695], [-0.545, 0.075, 4.466], [0.343, 0.620, 5.900], [-2.098, 1.198, 6.047], [-1.320, -1.043, 7.984], [-2.579, 0.153, 8.250], [-0.882, 0.665, 8.180], [-2.454, -1.605, 5.909], [2.888, 2.352, -7.508], [1.817, 1.763, -6.603], [0.424, 2.184, -7.045], [2.041, 2.185, -5.257], [2.861, 3.445, -7.479], [3.881, 2.047, -7.174], [2.753, 2.028, -8.542], [1.889, 0.674, -6.610], [0.317, 3.272, -7.001], [-0.332, 1.762, -6.382], [0.217, 1.856, -8.065], [1.981, 3.145, -5.234]],
  "atomic_forces_ev_per_a": [[0.723, 0.708, 0.192], [-2.238, 1.889, 0.438], [0.088, -0.079, -0.927], [0.904, -1.171, -1.197], [-0.414, -0.536, 1.201], [-0.735, -0.016, -0.204], [0.450, -0.468, 0.968], [0.781, -0.425, -0.181], [0.515, -0.017, -0.227], [-0.745, 0.076, -0.217], [-1.015, 0.590, -0.688], [2.445, -1.903, -0.083], [-0.222, -0.482, -0.651], [0.151, 0.809, 0.338], [0.353, 0.527, -1.009], [-0.214, -0.178, 0.278], [-0.199, 0.411, -0.099], [0.074, -0.631, -0.328], [0.191, -0.421, 0.407], [0.230, -0.339, 0.526], [0.074, 0.160, -0.394], [-0.290, -0.429, 0.304], [0.242, -0.411, 0.469], [0.269, 0.357, 0.284], [0.153, 0.325, 0.508], [-0.286, 0.586, -0.086], [-0.005, -0.406, -0.396], [-0.303, 0.042, -0.060], [-0.223, 0.089, 0.107], [-0.051, 0.033, -0.171], [-0.041, 0.057, 0.088], [0.026, 0.064, -0.246], [0.262, 0.022, -0.063], [-0.356, 0.017, 0.553], [0.257, 0.421, 0.210], [-0.012, 0.411, -0.341], [-0.297, -0.400, 0.351], [-0.202, 0.425, 0.275], [0.383, -0.026, 0.203], [-0.274, 0.335, 0.167], [-0.446, -0.107, -0.426], [-0.045, 0.204, -0.134], [0.448, -0.539, 0.224], [-0.205, 0.142, 0.138], [-0.295, 0.340, -0.142], [-0.004, 0.023, 0.103], [0.074, 0.015, 0.040], [0.004, -0.042, 0.015], [-0.158, -0.099, -0.079], [0.108, 0.027, -0.075], [0.030, 0.053, -0.027], [0.002, -0.042, 0.004], [0.068, -0.057, -0.003], [0.215, -0.119, 0.024], [-0.109, 0.562, -0.270], [-0.177, -0.148, 0.095], [0.014, -0.284, 0.265], [-0.121, -0.014, -0.048], [-0.045, -0.055, -0.024], [0.001, 0.037, 0.016], [0.036, 0.033, 0.207], [0.099, 0.002, -0.091], [0.041, -0.055, -0.040], [-0.004, 0.038, 0.017], [0.020, 0.069, -0.088]],
  "lowdin_charge": [-0.01, -0.44, -0.04, -0.10, -0.26, -0.09, -0.62, 0.06, 0.08, 0.09, -0.10, -0.45, -0.05, -0.03, -0.11, -0.04, 0.06, 0.08, 0.08, 0.09, 0.07, 0.08, 0.10, 0.11, 0.13, 0.11, 0.09, 0.07, 0.07, 0.07, 0.07, 0.06, 0.03, 0.12, 0.12, 0.08, 0.08, 0.09, 0.07, 0.09, 0.09, -0.06, -0.50, -0.07, -0.06, 0.09, 0.04, 0.08, 0.14, 0.08, 0.08, 0.08, 0.08, -0.06, -0.49, -0.06, -0.07, 0.08, 0.08, 0.08, 0.14, 0.08, 0.08, 0.08, 0.09],
  "total_charge": 0,
  "orbital_gap_ev": [8.54, 9.63],
  "lumo_ha": [0.0237, 0.0237],
  "homo_energy_ev": [-7.895, -8.990],
  "multiplicity": 2
}